# 1
The following is a quantum chemistry calculation of a molecular structure, C40H28F6N9O4S5W, from the Open Molecules 2025 dataset.

As for the LUMO energy: -0.40337 Eh. The net charge is +3. For the HOMO energy, the calculation gives -15.69 eV. The orbital gap comes out at 4.7 eV. For the strongest force on any atom, the calculation gives 1.0 eV Å⁻¹.

Structure (XYZ):
```
93
Properties=species:S:1:pos:R:3:forces:R:3:lowdin_charge:R:1
W 0.9012 -0.2700 -0.1049 0.863 -0.438 -0.059 1.694
C 4.2772 -0.8770 5.6770 -0.015 -0.010 0.007 0.004
C 5.4162 -0.7827 4.8880 -0.004 -0.003 0.010 0.010
C 5.3407 -0.7227 3.4890 -0.114 0.001 0.034 0.065
C 4.0767 -0.7502 2.9470 -0.070 0.021 0.068 -0.117
C 3.6190 -0.6706 1.5729 0.027 -0.033 0.091 -0.212
N 2.2340 -0.7545 1.5130 -0.191 -0.034 -0.342 0.018
C 1.8209 -0.9220 2.8183 -0.054 -0.046 0.095 -0.187
N 0.6152 -1.2639 3.2343 0.063 -0.045 -0.258 0.250
C -0.1956 -1.8125 2.3697 0.007 -0.025 0.023 -0.263
C -1.2967 -2.6598 2.7918 -0.066 -0.019 -0.096 -0.123
C -1.8257 -2.9247 4.0369 -0.038 -0.019 -0.119 0.056
C -2.8665 -3.8608 4.0797 0.005 -0.010 -0.005 0.004
C -3.3159 -4.5059 2.9326 0.004 0.002 0.006 0.005
C -2.7514 -4.2495 1.6771 0.047 0.052 0.081 0.058
C -1.7446 -3.3086 1.6419 0.061 0.064 0.124 -0.119
C -0.9651 -2.7844 0.5347 -0.163 0.017 0.087 -0.232
N -1.1619 -3.2342 -0.6840 0.075 0.183 0.118 0.223
C -0.6075 -2.6322 -1.6966 -0.076 0.216 -0.230 -0.234
N 0.3103 -1.5918 -1.6689 -0.019 0.190 0.350 0.021
C 0.7613 -1.4687 -2.9774 -0.030 0.047 -0.001 -0.189
N 1.8719 -0.9036 -3.3830 -0.057 -0.100 0.211 0.252
C 2.8234 -0.6730 -2.5052 0.026 -0.082 -0.036 -0.207
N 2.7370 -0.7221 -1.1147 -0.440 0.152 0.147 0.020
C 4.0265 -0.5307 -0.6572 0.109 -0.039 -0.008 -0.192
N 4.4580 -0.5379 0.5803 -0.181 0.028 -0.071 0.260
C 4.9455 -0.3462 -1.7640 -0.038 -0.013 -0.070 -0.104
C 6.3079 -0.1485 -1.7919 -0.065 0.000 -0.085 0.064
C 6.8889 -0.0213 -3.0608 0.004 -0.007 0.007 0.010
C 6.1318 -0.1143 -4.2222 -0.022 -0.003 -0.013 0.005
C 4.7497 -0.3344 -4.1807 0.040 0.019 0.108 0.053
C 4.1844 -0.4305 -2.9265 0.063 0.003 0.033 -0.121
C -0.0750 -2.2365 -3.8817 -0.070 -0.091 0.025 -0.102
C -0.0695 -2.3653 -5.2552 -0.084 -0.025 0.099 0.055
C -0.9651 -3.2963 -5.7932 0.003 -0.008 -0.004 0.002
C -1.7830 -4.0756 -4.9821 -0.003 -0.004 0.001 0.004
C -1.7567 -3.9620 -3.5871 0.066 0.084 -0.045 0.056
C -0.8968 -3.0178 -3.0676 0.098 0.047 -0.097 -0.113
N -0.0793 -1.8229 0.9745 0.249 0.205 -0.098 -0.016
C 2.9329 -0.8461 3.7364 0.109 -0.014 -0.003 -0.103
C 2.9964 -0.9249 5.1121 0.081 0.040 -0.088 0.063
H 4.3822 -0.9189 6.7524 0.011 -0.002 0.005 0.130
H 6.3857 -0.7559 5.3657 0.014 0.000 0.012 0.130
H 6.2274 -0.6542 2.8763 0.023 0.005 -0.023 0.135
H -1.4675 -2.4330 4.9297 0.016 0.020 0.022 0.136
H -3.3269 -4.0948 5.0293 -0.017 -0.011 0.018 0.130
H -4.1159 -5.2283 3.0150 -0.017 -0.015 0.008 0.130
H -3.0864 -4.7623 0.7875 -0.010 -0.010 -0.033 0.135
H 6.8987 -0.0941 -0.8896 0.014 0.007 0.038 0.135
H 7.9541 0.1451 -3.1400 0.023 0.007 -0.004 0.131
H 6.6234 -0.0173 -5.1801 0.015 -0.002 -0.013 0.131
H 4.1610 -0.4149 -5.0825 -0.027 -0.001 -0.034 0.135
H 0.5795 -1.7746 -5.8853 0.026 0.017 -0.009 0.134
H -1.0155 -3.4215 -6.8659 -0.004 -0.011 -0.019 0.130
H -2.4486 -4.7933 -5.4413 -0.010 -0.008 -0.015 0.130
H -2.3774 -4.5799 -2.9547 -0.015 -0.021 0.022 0.135
H 2.1098 -1.0061 5.7237 -0.029 -0.002 0.017 0.134
C -1.8986 2.9167 -0.2120 -0.007 0.046 0.032 -0.445
C -1.9258 2.4821 1.2697 -0.113 -0.036 0.011 -0.464
S -1.5932 0.7621 1.6632 0.114 -0.122 -0.086 0.892
C -3.2899 0.1149 1.6402 -0.145 0.201 0.207 -0.484
C -4.0434 0.2110 0.3288 -0.091 -0.064 -0.055 -0.481
S -3.3335 -0.9516 -0.8532 0.102 -0.081 0.014 0.903
C -3.3281 -0.0680 -2.4190 -0.055 -0.102 -0.060 -0.504
C -2.7773 1.3491 -2.4300 -0.163 0.116 0.020 -0.467
S -1.2827 1.7655 -1.4706 0.137 -0.223 -0.138 0.908
H -1.2661 3.7980 -0.3072 0.009 -0.051 -0.010 0.066
H -2.8962 3.2131 -0.5331 0.033 -0.007 -0.023 0.084
H -2.9042 2.6998 1.7008 0.029 0.024 -0.016 0.096
H -1.2098 3.0541 1.8446 0.074 0.014 -0.011 0.055
H -3.8181 0.6937 2.4026 0.013 -0.054 0.009 0.097
H -3.2607 -0.9122 2.0034 0.103 -0.055 -0.039 0.064
H -4.0254 1.2276 -0.0601 0.039 -0.014 -0.051 0.069
H -5.0879 -0.0485 0.5060 0.004 0.036 -0.007 0.096
H -4.3401 -0.0343 -2.8261 0.014 0.004 -0.020 0.095
H -2.7536 -0.7146 -3.0867 0.028 0.000 0.041 0.061
H -3.5472 2.0517 -2.1121 0.057 0.017 0.040 0.080
H -2.5456 1.6130 -3.4624 0.038 0.021 0.022 0.088
F 2.5724 5.0128 1.1817 0.040 -0.026 0.027 0.200
C 1.8479 4.1132 1.8030 -0.020 -0.044 -0.060 -0.662
F 2.0761 4.1350 3.0961 -0.038 -0.023 -0.001 0.198
F 0.5643 4.3090 1.5640 -0.028 0.008 0.007 0.161
S 2.4043 2.4096 1.1748 0.183 0.152 -0.129 0.704
O 1.1315 1.6129 0.9835 -0.334 -0.010 0.129 -0.526
O 3.2949 1.9211 2.1692 -0.002 -0.132 0.069 -0.206
N 3.1098 2.5788 -0.2128 -0.328 0.079 0.069 -0.249
S 2.0360 2.7686 -1.3825 0.344 0.272 -0.185 0.659
O 1.0806 3.8036 -1.1663 -0.107 -0.078 0.011 -0.241
O 1.5287 1.4349 -1.7510 -0.125 -0.073 0.180 -0.473
C 3.1090 3.3417 -2.7807 -0.025 -0.091 -0.108 -0.676
F 2.3255 3.4470 -3.8395 0.043 -0.006 0.050 0.188
F 4.0733 2.4616 -3.0208 -0.019 0.003 0.063 0.169
F 3.6232 4.5010 -2.4535 -0.017 0.023 0.008 0.209
```
Forces are in eV/Å.

---

# 2
The following is a quantum chemistry calculation of a molecular structure, C20H20GeN2OReS4Sb, from the Open Molecules 2025 dataset.

As for the LUMO energy: -0.27210 Eh. The net charge is +2. For the HOMO energy, the calculation gives -14.07 eV. The orbital gap comes out at 6.7 eV. For the strongest force on any atom, the calculation gives 0.4 eV Å⁻¹.

Structure (XYZ):
```
50
Properties=species:S:1:pos:R:3:forces:R:3:lowdin_charge:R:1
Re -0.3176 -1.2279 0.4979 0.093 0.026 -0.410 0.612
S 2.0980 -2.4041 0.9482 -0.040 -0.035 0.139 0.029
Sb 1.7176 -1.6668 3.0376 -0.129 0.150 0.237 0.333
S 0.0211 -0.0689 2.4211 0.051 -0.039 0.067 0.108
S -1.0845 -3.2373 0.9124 -0.132 -0.041 0.000 0.654
S 1.8588 -2.1981 5.1436 0.136 -0.009 -0.262 0.074
N -0.9888 -0.8610 -2.9310 0.038 0.029 0.020 0.242
C 0.2478 -0.6907 -2.4857 0.083 0.063 -0.147 -0.545
N 1.2140 -0.2670 -3.2876 -0.061 0.012 -0.005 0.240
O 0.5817 -0.9351 -1.2682 -0.033 -0.085 0.277 -0.236
H -1.2379 -0.6732 -3.8884 -0.005 -0.009 -0.005 0.145
H -1.6976 -1.2436 -2.3240 0.011 0.022 -0.030 0.058
H 1.0676 -0.0835 -4.2661 -0.001 0.000 -0.003 0.142
H 2.1390 -0.1474 -2.9075 0.008 0.000 0.015 0.146
C -1.9361 -0.3221 0.1013 0.003 -0.070 -0.035 -0.448
Ge -3.8174 -0.8512 -0.0072 0.068 0.135 0.055 1.084
C -2.8503 -3.3001 1.1347 0.029 0.107 0.079 -0.606
C -3.5150 -4.4243 0.6781 -0.066 -0.057 -0.040 -0.094
C -4.8880 -4.5451 0.8647 0.045 -0.022 -0.033 -0.001
C -5.6114 -3.5616 1.5282 0.032 0.057 0.003 -0.024
C -4.9531 -2.4502 2.0220 -0.043 -0.025 -0.003 -0.064
C -3.5702 -2.2857 1.8054 0.042 -0.027 0.028 -0.231
C -4.3449 -1.8445 -1.5651 0.018 -0.001 0.061 -0.290
C -3.5058 -2.8162 -2.1212 -0.016 -0.041 -0.024 -0.153
C -3.8637 -3.4642 -3.2936 0.050 0.009 0.040 -0.056
C -5.0610 -3.1453 -3.9217 -0.035 0.032 -0.006 -0.042
C -5.8921 -2.1703 -3.3885 0.018 -0.018 -0.014 -0.044
C -5.5367 -1.5173 -2.2172 0.026 0.003 0.041 -0.081
C -4.9938 0.4986 0.6838 0.005 -0.072 -0.003 -0.304
C -4.4485 1.6818 1.1856 -0.043 0.000 -0.001 -0.097
C -5.2786 2.6716 1.6930 0.031 0.003 -0.008 -0.052
C -6.6518 2.4844 1.7056 0.000 0.002 0.002 -0.042
C -7.2026 1.3050 1.2195 -0.004 -0.040 -0.016 -0.050
C -6.3792 0.3130 0.7140 -0.001 0.040 0.005 -0.121
H -1.8819 0.7641 -0.0879 0.004 -0.002 0.046 0.005
H -2.9667 -5.2109 0.1765 0.015 -0.018 -0.017 0.124
H -5.3954 -5.4255 0.4936 -0.006 -0.018 0.000 0.132
H -6.6737 -3.6785 1.6845 -0.040 -0.008 0.010 0.128
H -5.4870 -1.6917 2.5779 -0.020 0.008 0.006 0.130
H -3.0264 -1.5265 2.3623 -0.019 -0.007 -0.036 0.115
H -2.5685 -3.0814 -1.6373 -0.085 -0.027 -0.008 0.077
H -3.2147 -4.2204 -3.7144 0.011 -0.017 -0.008 0.117
H -5.3429 -3.6532 -4.8339 -0.005 -0.013 -0.010 0.121
H -6.8169 -1.9148 -3.8864 -0.018 0.006 -0.012 0.121
H -6.1830 -0.7415 -1.8270 -0.004 -0.013 0.005 0.096
H -3.3781 1.8461 1.1886 0.014 -0.002 -0.002 0.089
H -4.8518 3.5874 2.0778 0.003 0.009 0.005 0.118
H -7.2976 3.2569 2.0995 -0.009 0.014 0.008 0.121
H -8.2738 1.1595 1.2370 -0.019 0.000 0.002 0.118
H -6.8232 -0.6088 0.3556 0.001 -0.009 -0.009 0.101
```
Forces are in eV/Å.

---

# 3
The following is a quantum chemistry calculation of a molecular structure, C23H21BrN5O2PdSe, from the Open Molecules 2025 dataset.

As for the LUMO energy (spin up / spin down): -0.16235 / -0.16234 Eh. The net charge is +1. For the HOMO energy (spin up / spin down), the calculation gives -10.13 / -10.14 eV. The orbital gap (spin up / spin down) comes out at 5.7 / 5.7 eV. For the strongest force on any atom, the calculation gives 0.3 eV Å⁻¹.

Structure (XYZ):
```
54
Properties=species:S:1:pos:R:3:forces:R:3:lowdin_charge:R:1
Pd -1.2580 0.4769 0.3878 0.087 0.202 0.044 0.952
C 3.7582 2.9881 0.8492 0.018 0.005 -0.004 -0.054
C 3.2763 1.7852 0.3548 -0.024 -0.002 0.003 -0.055
C 1.9482 1.4387 0.5465 0.055 0.054 0.017 -0.028
C 1.1250 2.3017 1.2588 -0.089 -0.071 -0.018 -0.233
C 1.5933 3.5167 1.7534 0.079 0.007 0.027 -0.009
C 2.9160 3.8539 1.5403 -0.019 0.003 0.008 -0.055
N -0.2292 1.9042 1.4632 0.116 0.002 -0.079 -0.039
N -0.8305 2.4735 2.3965 -0.256 -0.063 0.104 0.121
C -2.1545 2.0342 2.5512 0.205 0.050 0.026 -0.282
C -2.9410 2.5603 3.5581 -0.090 -0.072 -0.052 0.029
C -4.2365 2.0811 3.6889 0.064 0.009 -0.032 -0.019
C -4.6900 1.1000 2.8194 0.015 -0.012 -0.011 -0.015
C -3.8389 0.6135 1.8410 -0.039 0.029 0.020 -0.079
N -2.5981 1.0788 1.7137 -0.036 -0.010 0.068 -0.048
H 4.7913 3.2635 0.6855 0.008 0.000 0.000 0.114
H 3.9280 1.1202 -0.1960 0.001 0.002 -0.002 0.110
H 1.5557 0.5195 0.1405 0.016 -0.035 0.004 0.072
H 0.9259 4.1796 2.2845 0.006 -0.008 -0.009 0.112
H 3.2940 4.7974 1.9091 0.002 0.003 -0.001 0.114
H -2.5309 3.3172 4.2096 0.009 0.009 -0.005 0.127
H -4.8831 2.4694 4.4632 -0.011 -0.004 0.002 0.123
H -5.6923 0.7045 2.8927 -0.004 0.000 0.004 0.122
H -4.1329 -0.1568 1.1399 -0.002 0.003 0.009 0.131
C 1.8748 -1.1828 3.0412 -0.020 0.021 0.002 -0.030
N 1.8538 -1.7917 1.7227 -0.046 0.033 -0.062 -0.124
C 2.9603 -2.0628 0.9443 0.031 -0.028 -0.061 -0.039
C 2.5117 -2.6292 -0.1958 0.079 -0.087 0.093 -0.059
N 1.1402 -2.7093 -0.0964 -0.006 0.071 0.044 -0.111
C 0.2643 -3.3227 -1.0804 0.019 0.002 -0.010 -0.017
C 0.7360 -2.1830 1.0770 0.017 -0.022 -0.025 -0.724
Se -1.0079 -2.0131 1.6858 -0.050 -0.043 0.053 0.668
H 2.8784 -0.8115 3.2303 -0.002 0.003 0.010 0.098
H 1.5969 -1.9141 3.7980 0.001 0.007 -0.001 0.098
H 1.1623 -0.3604 3.0716 0.016 -0.003 0.008 0.063
H 3.9577 -1.8343 1.2734 0.006 0.005 -0.007 0.130
H 3.0414 -2.9902 -1.0587 0.000 0.003 0.005 0.121
H 0.7482 -3.2695 -2.0530 -0.020 -0.002 0.008 0.085
H -0.6793 -2.7857 -1.0980 -0.024 -0.016 0.007 0.058
H 0.0692 -4.3603 -0.8130 0.007 -0.005 -0.012 0.107
Br 2.0081 -0.6231 -3.1877 -0.025 0.053 0.005 0.842
C 0.3105 -0.9078 -3.9832 -0.128 -0.027 0.015 -0.580
C 0.3335 -1.3235 -5.3065 0.041 0.017 0.053 -0.124
C -0.8495 -1.5928 -5.9731 -0.052 -0.014 -0.025 -0.052
C -2.0676 -1.4549 -5.3238 0.015 -0.009 -0.030 -0.052
C -2.0908 -1.0381 -4.0082 0.027 0.060 0.006 -0.003
C -0.9108 -0.7507 -3.3162 0.060 -0.066 -0.026 -0.164
C -1.0798 -0.3147 -1.9113 -0.044 -0.120 0.026 -0.589
O -0.0808 -0.0135 -1.1654 -0.051 0.099 -0.063 -0.200
O -2.2263 -0.2424 -1.3882 0.033 -0.027 -0.119 -0.066
H 1.2836 -1.4365 -5.8088 -0.001 -0.001 -0.001 0.100
H -0.8137 -1.9157 -7.0049 -0.002 0.000 -0.007 0.116
H -2.9923 -1.6694 -5.8406 -0.002 -0.001 -0.006 0.113
H -3.0280 -0.9171 -3.4829 0.013 -0.005 0.001 0.124
```
Forces are in eV/Å.